Formula: C22H33CeFN10O2PSSi
Source: OMol25
Level of theory: ωB97M-V/def2-TZVPD

Geometry as XYZ:
```
72
Properties=species:S:1:pos:R:3:lowdin_spin:R:1
Ce -0.245 -0.142 -0.226 1.009
C 4.850 -3.119 1.253 0.000
N 3.494 -2.925 0.697 0.000
C 2.652 -3.936 0.305 0.000
C 1.527 -3.329 -0.157 0.000
N 1.666 -1.959 -0.033 -0.001
C 2.863 -1.745 0.482 0.000
P 3.626 -0.135 0.852 0.000
C 2.432 0.520 2.031 0.000
N 1.110 0.587 1.874 0.000
C 0.630 1.282 2.968 0.001
C 1.658 1.632 3.780 0.000
N 2.797 1.139 3.188 0.000
C 4.160 1.306 3.720 0.000
C 3.136 0.779 -0.611 0.000
N 1.909 0.828 -1.115 -0.002
C 1.949 1.676 -2.207 0.000
C 3.210 2.153 -2.352 0.000
N 3.957 1.577 -1.343 0.000
C 5.393 1.814 -1.115 0.000
H 5.050 -4.186 1.260 0.000
H 4.900 -2.742 2.269 0.000
H 5.585 -2.618 0.632 0.000
H 2.937 -4.972 0.383 0.000
H 0.623 -3.795 -0.521 0.000
H -0.416 1.489 3.113 0.000
H 1.693 2.172 4.711 0.000
H 4.069 1.739 4.711 0.000
H 4.735 1.974 3.084 0.000
H 4.660 0.346 3.797 0.000
H 1.082 1.884 -2.816 0.000
H 3.651 2.822 -3.071 0.000
H 5.768 2.375 -1.964 0.000
H 5.922 0.868 -1.053 0.000
H 5.542 2.388 -0.204 0.000
C -3.626 -0.107 -3.682 0.000
Si -3.014 -0.249 -1.999 0.000
C -4.315 -0.861 -0.905 0.000
C -0.933 -1.637 -3.043 0.000
N -2.066 1.002 -1.334 -0.004
C -1.995 2.370 -1.571 0.000
C -2.767 3.093 -2.496 0.000
C -2.575 4.454 -2.685 0.000
C -1.608 5.146 -1.958 0.000
C -0.827 4.469 -1.016 0.000
C -1.067 3.134 -0.863 0.000
F -0.335 2.459 0.045 0.000
H -3.786 -1.120 -4.067 0.000
H -2.973 0.439 -4.367 0.000
H -4.601 0.395 -3.675 0.000
H -5.069 -1.411 -1.479 0.000
H -4.849 -0.058 -0.383 0.000
H -3.893 -1.557 -0.172 0.000
H -0.969 -2.649 -3.428 0.000
H 0.895 -2.105 -2.393 0.000
H -1.168 -0.926 -3.829 0.000
H -3.518 2.575 -3.082 0.000
H -3.180 4.978 -3.413 0.000
H -1.458 6.206 -2.115 0.000
H -0.066 4.960 -0.423 0.000
N -2.340 0.360 1.592 0.000
N -2.431 -0.267 2.847 0.000
C -1.901 -1.507 2.967 0.000
N -2.126 -2.106 4.136 0.000
S -0.968 -2.279 1.776 -0.001
H -2.399 1.371 1.715 0.000
H -3.144 0.078 1.023 0.000
H -3.189 0.027 3.451 0.000
H -2.686 -1.704 4.871 0.000
H -1.761 -3.034 4.271 0.000
O 0.373 -1.307 -2.587 -0.001
O -1.828 -1.498 -1.935 -0.001
```

For the total energy, the calculation gives -85987.72028 eV. The HOMO-LUMO gap (spin up / spin down) comes out at 7.33 / 7.34 eV. The net charge is +2. The relative energy (zero: lowest compared OMol25 entry of this formula, charge and spin) comes out at 0.0 kcal/mol. Its spin multiplicity is 2. For the LUMO energy (spin up / spin down), the calculation gives -4.7 / -4.7 eV.

---

Formula: C22H33GeLiN3O9SSe
Source: OMol25
Level of theory: ωB97M-V/def2-TZVPD

Geometry as XYZ:
```
71
Properties=species:S:1:pos:R:3:lowdin_charge:R:1
Li 0.935 -0.447 -0.288 0.554
O 4.261 -0.148 -2.019 0.013
C 3.413 0.212 -1.201 -0.625
O 2.719 -0.541 -0.444 -0.160
C 3.179 1.702 -0.996 -0.056
C 4.267 2.520 -0.904 0.057
C 4.119 3.897 -0.664 -0.167
C 2.847 4.444 -0.620 0.067
C 1.735 3.643 -0.758 -0.068
C 1.832 2.195 -0.819 -0.281
O 0.842 1.419 -0.651 -0.204
N 0.467 4.317 -0.780 -0.360
O -0.434 3.844 -1.450 -0.036
O 0.345 5.365 -0.134 0.019
N 5.256 4.732 -0.483 -0.374
O 6.369 4.216 -0.476 0.037
O 5.088 5.939 -0.330 0.030
H 5.257 2.099 -1.006 0.128
H 2.720 5.507 -0.484 0.125
O -0.816 -1.136 -0.843 -0.206
C -1.461 -2.228 -1.468 -0.251
C -1.571 -3.487 -0.600 -0.155
C -0.259 -3.935 0.072 -0.138
C 0.880 -4.168 -0.885 -0.287
C 1.310 -5.448 -1.224 -0.036
C 2.348 -5.588 -2.133 -0.085
C 2.942 -4.451 -2.655 -0.063
C 2.472 -3.212 -2.235 -0.099
N 1.464 -3.080 -1.384 0.126
H -1.254 -0.958 0.002 0.031
H -0.876 -2.438 -2.362 0.116
H -2.475 -1.934 -1.771 0.111
H -1.962 -4.297 -1.223 0.114
H -2.296 -3.297 0.198 0.108
H -0.454 -4.845 0.643 0.111
H 0.048 -3.141 0.752 0.081
H 0.838 -6.321 -0.790 0.102
H 2.693 -6.575 -2.415 0.098
H 3.749 -4.517 -3.371 0.099
H 2.927 -2.288 -2.574 0.101
C -4.295 0.982 2.562 -0.230
Ge -4.863 1.277 0.690 0.768
C -6.629 2.186 0.751 -0.234
C -5.079 -0.503 -0.145 -0.216
C -3.611 2.354 -0.385 -0.590
Se -1.724 1.757 -0.443 1.044
C -1.223 2.393 1.324 -0.329
H -5.050 0.398 3.091 0.012
H -4.169 1.927 3.090 0.012
H -3.352 0.436 2.599 0.012
H -7.342 1.613 1.345 0.006
H -7.041 2.311 -0.250 0.008
H -6.531 3.175 1.200 0.009
H -5.875 -1.070 0.339 0.012
H -4.153 -1.071 -0.057 -0.007
H -5.317 -0.409 -1.204 0.016
H -3.625 3.406 -0.097 0.014
H -3.933 2.305 -1.428 0.005
H -2.111 2.442 1.948 0.001
H -0.765 3.377 1.250 0.017
H -0.508 1.684 1.732 0.002
C 2.458 0.485 2.582 -0.224
S 1.439 -1.006 2.706 0.874
C 2.698 -2.184 2.156 -0.238
O 0.419 -0.910 1.611 -0.604
H 3.386 0.335 3.130 0.059
H 1.900 1.317 3.010 0.053
H 2.647 0.645 1.523 0.036
H 3.495 -2.213 2.898 0.053
H 3.055 -1.847 1.182 0.037
H 2.235 -3.166 2.064 0.046
```

For the total energy, the calculation gives -179148.70423 eV. The HOMO-LUMO gap comes out at 6.77 eV. The net charge is -1. The relative energy (zero: lowest compared OMol25 entry of this formula, charge and spin) comes out at 16.9 kcal/mol. For the LUMO energy, the calculation gives 2.1 eV.

---

Formula: C22H33KN4O
Source: OMol25
Level of theory: ωB97M-V/def2-TZVPD

Geometry as XYZ:
```
61
Properties=species:S:1:pos:R:3:nbo_charge:R:1
K 0.956 0.716 -1.553 0.958
C -2.935 -2.562 -2.098 -0.600
C -2.781 -1.978 -0.650 -0.271
C -4.063 -1.990 0.142 -0.605
C -1.759 -2.846 0.040 -0.028
C -2.003 -4.206 0.292 -0.234
C -0.978 -5.081 0.693 -0.235
C 0.355 -4.692 0.664 -0.215
C 0.657 -3.308 0.458 -0.064
C 2.129 -2.891 0.552 -0.235
C 2.809 -2.687 -0.828 -0.623
C 2.393 -1.801 1.609 -0.604
C -0.405 -2.384 0.355 0.223
N -0.169 -1.021 0.358 -0.639
C -1.072 -0.337 1.037 0.130
C -1.354 1.085 0.892 0.018
C -2.552 1.684 1.422 -0.270
C -2.484 3.008 1.083 -0.369
C -1.263 3.188 0.345 0.147
N -0.623 2.009 0.243 -0.612
C -0.767 4.453 -0.347 -0.091
C -2.050 5.135 -0.896 -0.598
C 0.237 4.062 -1.396 -0.600
C -0.191 5.336 0.782 -0.593
H -3.628 -1.999 -2.743 0.203
H -3.452 -3.514 -1.916 0.202
H -2.057 -2.752 -2.710 0.212
H -2.411 -0.955 -0.745 0.230
H -4.618 -2.967 0.162 0.204
H -4.648 -1.174 -0.268 0.215
H -3.929 -1.781 1.234 0.218
H -3.018 -4.602 0.214 0.206
H -1.296 -6.027 1.030 0.204
H 1.143 -5.441 0.663 0.206
H 2.545 -3.832 0.960 0.201
H 3.211 -1.715 -1.093 0.198
H 2.132 -3.048 -1.618 0.214
H 3.688 -3.283 -0.964 0.201
H 1.775 -2.104 2.474 0.214
H 2.163 -0.777 1.266 0.230
H 3.436 -1.876 1.938 0.199
H -1.713 -0.813 1.861 0.177
H -3.387 1.205 1.984 0.207
H -3.166 3.763 1.332 0.202
H -2.648 4.494 -1.582 0.216
H -1.806 6.074 -1.443 0.197
H -2.707 5.441 -0.066 0.213
H -0.267 3.581 -2.263 0.202
H 1.063 3.514 -0.998 0.208
H 0.705 4.998 -1.813 0.199
H -1.034 5.503 1.473 0.219
H 0.126 6.315 0.313 0.189
H 0.712 4.909 1.270 0.212
N 5.234 1.845 0.193 -0.816
C 4.596 0.738 -0.245 0.794
N 5.354 -0.422 -0.186 -0.829
O 3.399 0.715 -0.643 -0.729
H 6.172 1.772 0.509 0.392
H 4.733 2.721 0.379 0.421
H 6.397 -0.337 -0.205 0.380
H 5.116 -1.057 -0.954 0.400
```

For the total energy, the calculation gives -47683.12564 eV. The HOMO-LUMO gap comes out at 5.89 eV. The relative energy (zero: lowest compared OMol25 entry of this formula, charge and spin) comes out at 0.2 kcal/mol. For the LUMO energy, the calculation gives -0.3 eV.

---

Formula: C22H33MgN4O6P
Source: OMol25
Level of theory: ωB97M-V/def2-TZVPD

Geometry as XYZ:
```
67
Properties=species:S:1:pos:R:3:nbo_charge:R:1
O -3.709 0.386 -4.887 -0.720
H -3.640 0.277 -5.855 0.459
Mg -0.885 -0.838 -0.906 1.698
N -1.681 -1.546 0.879 -0.339
N -2.442 0.343 -0.642 -0.259
N 0.974 -1.765 -0.660 -0.286
N 0.117 -0.113 -2.450 -0.259
O -1.126 -2.478 1.610 -0.708
O 1.407 -2.587 0.396 -0.569
O -0.412 0.801 -3.371 -0.542
O -2.607 1.333 -1.441 -0.644
C -3.214 0.183 0.482 0.055
C -2.754 -0.857 1.353 0.135
C 1.882 -1.394 -1.560 0.231
C 1.405 -0.428 -2.546 0.226
C -3.312 -1.215 2.672 -0.670
H -2.546 -1.111 3.449 0.242
H -3.636 -2.262 2.617 0.236
H -4.152 -0.552 2.875 0.205
C -4.350 1.091 0.670 -0.660
H -4.998 1.012 -0.214 0.234
H -3.979 2.122 0.734 0.227
H -4.876 0.797 1.574 0.205
C 3.299 -1.857 -1.551 -0.690
C 2.310 0.197 -3.554 -0.691
H 3.348 -2.821 -1.028 0.262
H 3.942 -1.116 -1.047 0.261
H 3.618 -1.957 -2.597 0.232
H 1.892 1.152 -3.901 0.262
H 2.390 -0.504 -4.395 0.245
H 3.300 0.340 -3.109 0.244
H 0.570 -2.738 0.945 0.534
H -1.377 0.886 -3.156 0.534
C -3.409 -0.875 -4.298 -0.256
H -3.708 -0.780 -3.249 0.199
H -2.324 -1.005 -4.281 0.151
H -3.924 -1.700 -4.807 0.168
O -1.443 -2.835 -1.486 -0.985
H -0.456 -2.969 -1.369 0.480
H -1.744 -2.936 -0.539 0.523
C 0.257 2.969 1.424 -0.911
P 0.346 1.260 0.821 0.813
C 2.091 1.409 0.261 -0.319
C 3.107 1.153 1.171 -0.233
C 4.421 1.433 0.827 -0.204
C 4.732 2.002 -0.421 -0.241
C 3.701 2.295 -1.310 -0.161
C 2.384 2.034 -0.978 -0.256
C 0.210 0.426 2.466 -0.313
C -0.757 0.853 3.411 -0.209
C -0.797 0.270 4.668 -0.223
C 0.057 -0.788 5.002 -0.210
C 0.947 -1.266 4.021 -0.188
C 0.986 -0.695 2.761 -0.228
H 0.487 3.619 0.567 0.241
H 1.078 3.004 2.156 0.228
H -0.723 3.169 1.882 0.241
H 2.839 0.770 2.167 0.238
H 5.203 1.212 1.553 0.219
H 5.771 2.207 -0.679 0.220
H 3.939 2.758 -2.284 0.209
H 1.572 2.305 -1.665 0.230
H -1.446 1.669 3.161 0.216
H -1.502 0.660 5.420 0.218
H 0.023 -1.241 5.991 0.217
H 1.622 -2.096 4.247 0.212
H 1.699 -1.072 2.008 0.226
```

For the total energy, the calculation gives -56323.89901 eV. The HOMO-LUMO gap (spin up / spin down) comes out at 4.70 / 4.70 eV. For the LUMO energy (spin up / spin down), the calculation gives -1.2 / -1.2 eV.

---

Formula: C22H33N13O2PPtSe
Source: OMol25
Level of theory: ωB97M-V/def2-TZVPD

Geometry as XYZ:
```
73
Properties=species:S:1:pos:R:3:lowdin_spin:R:1
Pt 1.812 0.686 -0.747 1.407
C 4.910 -2.238 2.769 0.000
N 3.967 -1.948 1.688 0.002
C 3.322 -2.904 0.956 0.005
C 2.525 -2.250 0.066 0.030
N 2.685 -0.906 0.258 0.067
C 3.563 -0.739 1.247 0.002
P 4.178 0.870 1.848 0.000
C 4.590 1.577 0.220 0.006
N 3.791 1.596 -0.842 0.160
C 4.477 2.174 -1.869 0.016
C 5.719 2.513 -1.414 0.006
N 5.778 2.134 -0.104 0.001
C 6.943 2.296 0.770 0.001
C 2.552 1.671 2.075 0.005
N 1.563 1.676 1.186 0.153
C 0.524 2.378 1.725 0.016
C 0.894 2.805 2.967 0.006
N 2.167 2.356 3.175 0.002
C 2.941 2.611 4.392 0.001
H 5.680 -2.911 2.401 0.000
H 4.382 -2.702 3.599 0.000
H 5.372 -1.315 3.106 0.000
H 3.484 -3.955 1.124 0.000
H 1.868 -2.650 -0.686 0.005
H 4.052 2.302 -2.849 0.002
H 6.551 2.983 -1.909 0.001
H 7.692 2.871 0.234 0.000
H 7.360 1.325 1.027 0.000
H 6.664 2.834 1.672 0.000
H -0.409 2.518 1.208 0.001
H 0.365 3.381 3.707 0.001
H 3.132 3.678 4.486 0.000
H 3.886 2.079 4.338 0.000
H 2.382 2.260 5.255 0.000
C -1.863 3.931 -5.742 0.000
C -1.153 4.865 -4.769 0.000
C 0.342 4.962 -5.056 0.000
C -1.415 4.518 -3.301 0.000
N -0.686 3.318 -2.851 0.003
C 0.348 3.226 -2.025 0.005
N 0.715 1.959 -1.991 0.059
N -0.144 1.281 -2.788 0.032
N -0.975 2.088 -3.311 0.004
H -1.747 4.305 -6.759 0.000
H -2.931 3.868 -5.530 0.000
H -1.450 2.922 -5.711 0.000
H -1.588 5.863 -4.878 0.000
H 0.820 3.980 -5.002 0.000
H 0.849 5.639 -4.364 0.000
H 0.507 5.340 -6.063 0.000
H -2.470 4.340 -3.101 0.000
H -1.066 5.324 -2.655 0.000
H 0.831 4.054 -1.535 0.000
O 0.304 -1.759 2.424 0.281
N -0.589 -1.097 2.012 0.427
O -1.198 -1.071 0.994 0.290
C -6.780 -7.035 -0.793 0.002
N -7.254 -6.753 0.565 0.050
C -8.273 -7.395 1.179 0.081
C -8.390 -6.864 2.439 0.083
N -7.439 -5.911 2.563 0.049
C -7.209 -5.102 3.763 0.002
C -6.722 -5.831 1.411 0.023
Se -5.317 -4.708 1.066 0.695
H -7.542 -7.619 -1.300 0.000
H -5.852 -7.599 -0.746 0.002
H -6.621 -6.101 -1.321 0.002
H -8.844 -8.170 0.697 0.004
H -9.081 -7.101 3.230 0.004
H -8.022 -5.293 4.457 0.000
H -7.196 -4.050 3.494 0.002
H -6.262 -5.382 4.216 0.002
```

For the total energy, the calculation gives -124670.19110 eV. The HOMO-LUMO gap (spin up / spin down) comes out at 9.15 / 6.69 eV. The net charge is +3. The relative energy (zero: lowest compared OMol25 entry of this formula, charge and spin) comes out at 0.0 kcal/mol. Its spin multiplicity is 5. For the LUMO energy (spin up / spin down), the calculation gives -6.4 / -9.1 eV.

---

Formula: C22H33N3O4S
Source: OMol25
Level of theory: ωB97M-V/def2-TZVPD

Geometry as XYZ:
```
63
Properties=species:S:1:pos:R:3:nbo_charge:R:1
C 1.036 1.591 -7.382 -0.604
C 1.607 1.893 -6.002 -0.397
C 0.677 1.396 -4.898 -0.223
N 1.226 1.654 -3.587 -0.607
C 1.300 0.729 -2.610 0.712
O 0.939 -0.423 -2.765 -0.669
C 1.852 1.267 -1.293 -0.315
C 2.304 0.100 -0.414 -0.383
C 2.663 0.551 0.998 -0.392
C 1.453 1.247 1.618 -0.250
C 1.621 1.532 3.118 -0.219
N 1.521 0.357 3.953 -0.856
S 0.015 -0.175 4.439 2.321
O -0.664 0.939 5.027 -0.939
O 0.261 -1.351 5.220 -0.940
C -0.808 -0.624 2.915 -0.348
C -1.700 0.264 2.345 -0.191
C -2.125 0.090 1.034 -0.228
C -1.617 -0.989 0.326 0.162
C -0.777 -1.930 0.938 0.039
C -0.357 -1.748 2.235 -0.221
C -0.408 -2.989 -0.057 -0.449
C -1.338 -2.685 -1.248 -0.027
C -2.527 -3.648 -1.264 -0.613
N -1.809 -1.317 -1.014 -0.449
C -2.158 -0.412 -1.978 0.715
C -2.134 -0.915 -3.398 -0.727
O -2.441 0.736 -1.702 -0.621
C 1.141 2.500 0.804 -0.388
C 0.746 2.089 -0.614 -0.394
H 0.906 0.520 -7.514 0.205
H 0.069 2.072 -7.507 0.203
H 1.704 1.955 -8.158 0.214
H 1.752 2.971 -5.894 0.191
H 2.581 1.411 -5.892 0.204
H 0.542 0.315 -4.974 0.223
H -0.304 1.878 -4.991 0.189
H 1.498 2.603 -3.387 0.392
H 2.708 1.919 -1.500 0.205
H 1.487 -0.622 -0.366 0.212
H 3.156 -0.394 -0.886 0.212
H 3.514 1.236 0.971 0.195
H 2.952 -0.319 1.591 0.196
H 0.600 0.578 1.508 0.215
H 0.827 2.195 3.468 0.224
H 2.585 2.013 3.311 0.200
H 2.120 -0.409 3.695 0.394
H -2.027 1.107 2.931 0.248
H -2.793 0.792 0.566 0.259
H 0.318 -2.431 2.726 0.237
H -0.567 -3.994 0.332 0.226
H 0.642 -2.897 -0.341 0.233
H -0.794 -2.729 -2.193 0.225
H -2.182 -4.660 -1.456 0.214
H -3.246 -3.377 -2.032 0.211
H -3.032 -3.624 -0.301 0.213
H -2.553 -0.144 -4.040 0.239
H -1.096 -1.085 -3.679 0.261
H -2.696 -1.835 -3.520 0.220
H 2.013 3.158 0.778 0.193
H 0.316 3.048 1.260 0.213
H -0.169 1.495 -0.573 0.228
H 0.530 2.979 -1.209 0.205
```

As for the SMILES: CCCNC(=O)[C@H]1CC[C@H](CNS(=O)(=O)c2ccc3c(c2)C[C@@H](C)N3C(C)=O)CC1. For the total energy, the calculation gives -46847.29982 eV. The HOMO-LUMO gap comes out at 9.09 eV. The relative energy (zero: lowest compared OMol25 entry of this formula, charge and spin) comes out at 0.0 kcal/mol. For the LUMO energy, the calculation gives 0.6 eV.